Record 1
A structure of composition C58H62BrGe4IrN5O5 in a non-equilibrium geometry, computed with the ωB97M-V functional and the def2-TZVPD basis.

Geometry as XYZ:
```
136
C58H62BrGe4IrN5O5 | OMol25 | the ωB97M-V functional and the def2-TZVPD basis
Ir -0.609 -0.215 0.550
Br 5.785 3.978 -4.936
C 5.111 2.218 -5.200
C 5.890 1.268 -5.857
C 5.416 -0.015 -5.999
C 4.158 -0.364 -5.473
C 3.350 0.632 -4.883
C 3.837 1.908 -4.733
N 3.765 -1.652 -5.601
N 2.744 -2.190 -5.153
C 2.057 -2.180 -4.036
C 0.735 -2.688 -4.075
C -0.115 -2.522 -3.028
C 0.276 -1.835 -1.849
O -0.567 -1.636 -0.921
C 1.679 -1.502 -1.700
N 2.089 -1.098 -0.494
C 3.378 -0.970 -0.272
C 4.350 -1.191 -1.247
C 3.945 -1.553 -2.514
C 2.580 -1.722 -2.766
H 6.856 1.549 -6.248
H 5.994 -0.774 -6.503
H 2.353 0.389 -4.549
H 3.234 2.669 -4.262
H 0.396 -3.136 -4.995
H -1.145 -2.835 -3.082
H 3.657 -0.716 0.741
H 5.397 -1.104 -1.006
H 4.672 -1.762 -3.284
C -0.275 -2.828 4.723
C -0.918 -2.526 3.379
Ge 0.421 -1.953 1.932
C 0.971 -3.657 0.973
C 1.091 -4.885 1.865
C 2.034 -1.269 2.829
C 2.527 -0.043 2.830
Ge 1.774 1.567 1.717
C 2.724 2.179 -0.018
C 4.236 2.264 0.014
C 1.639 3.235 2.880
C 2.716 3.404 3.941
C 3.604 0.329 3.753
C 4.822 0.860 3.341
C 5.845 1.054 4.252
C 5.661 0.754 5.591
C 4.439 0.262 6.021
C 3.423 0.050 5.110
H -1.009 -3.290 5.384
H 0.076 -1.908 5.183
H 0.566 -3.512 4.625
H -1.653 -1.731 3.503
H -1.441 -3.408 3.001
H 1.920 -3.487 0.468
H 0.230 -3.841 0.195
H 1.948 -4.798 2.529
H 1.227 -5.779 1.257
H 0.199 -5.027 2.473
H 2.521 -2.011 3.456
H 2.310 3.176 -0.161
H 2.381 1.556 -0.842
H 4.563 2.952 0.793
H 4.586 2.648 -0.944
H 4.694 1.289 0.169
H 0.662 3.240 3.356
H 1.656 4.071 2.179
H 2.661 2.610 4.682
H 2.573 4.354 4.453
H 3.717 3.399 3.515
H 4.977 1.094 2.299
H 6.794 1.437 3.912
H 6.465 0.901 6.295
H 4.276 0.041 7.065
H 2.469 -0.341 5.424
O -0.001 2.839 0.581
C -0.253 2.532 -0.586
N -0.222 1.263 -1.048
C -0.337 1.254 -2.420
O -0.203 0.297 -3.151
C -0.565 2.658 -2.858
C -0.764 3.179 -4.115
C -0.931 4.558 -4.214
C -0.901 5.360 -3.085
C -0.698 4.825 -1.813
C -0.525 3.459 -1.715
H -0.781 2.538 -4.983
H -1.083 5.009 -5.183
H -1.025 6.427 -3.202
H -0.677 5.468 -0.947
O -2.917 1.811 0.682
C -2.333 1.798 1.771
C -2.732 2.647 2.950
C -1.919 2.050 4.090
C -0.957 1.112 3.386
O -0.030 0.517 3.886
N -1.308 0.991 2.066
H -3.808 2.582 3.100
H -2.478 3.689 2.751
H -2.539 1.465 4.772
H -1.376 2.779 4.688
C -2.984 -4.621 0.653
Ge -3.643 -3.288 -0.715
C -3.408 -4.226 -2.495
C -5.647 -3.102 -0.470
Ge -3.029 -0.301 -0.129
C -3.736 0.433 -1.866
C -4.331 -0.412 -2.791
C -4.803 0.071 -3.997
C -4.654 1.412 -4.306
C -4.050 2.262 -3.397
C -3.593 1.777 -2.184
C -4.549 -0.403 1.214
C -5.588 0.509 1.108
C -6.636 0.479 2.013
C -6.655 -0.472 3.021
C -5.613 -1.377 3.136
C -4.552 -1.329 2.248
H -3.309 -5.597 0.301
H -3.414 -4.437 1.631
H -1.902 -4.621 0.728
H -4.273 -4.878 -2.598
H -2.508 -4.834 -2.495
H -3.381 -3.555 -3.346
H -6.057 -4.093 -0.302
H -6.111 -2.678 -1.354
H -5.901 -2.476 0.377
H -4.429 -1.464 -2.559
H -5.284 -0.595 -4.698
H -5.023 1.795 -5.244
H -3.932 3.309 -3.634
H -3.135 2.454 -1.479
H -5.577 1.240 0.310
H -7.448 1.188 1.925
H -7.484 -0.510 3.717
H -5.644 -2.126 3.913
H -3.724 -2.025 2.332
```

Summary:
- ⟨S²⟩ = 6.06
- LUMO level (spin up / spin down) (eV) = -3.81 / -4.49
- multiplicity = 5
- charge = +1

Record 2
A structure of composition C58H63N6O7P2S2Zr in a non-equilibrium geometry, computed with the ωB97M-V functional and the def2-TZVPD basis.

Geometry as XYZ:
```
139
C58H63N6O7P2S2Zr | OMol25 | the ωB97M-V functional and the def2-TZVPD basis
Zr 0.463 0.229 -1.083
C -6.060 0.842 5.146
S -5.143 -0.600 5.748
C -4.305 -1.055 4.198
C -3.153 -0.133 3.837
C -2.675 -0.436 2.413
N -1.583 0.427 1.993
P -1.815 1.552 0.654
C -2.633 2.831 1.736
C -3.907 2.797 2.297
C -4.295 3.748 3.231
C -3.412 4.730 3.650
C -2.140 4.775 3.105
C -1.766 3.839 2.156
C -3.138 0.811 -0.318
C -2.524 -0.200 -1.282
C -3.398 -0.399 -2.484
C -4.606 0.196 -2.637
C -5.135 1.088 -1.684
C -4.333 1.448 -0.615
P 0.045 -0.191 1.778
C -0.019 -1.435 3.164
C -0.068 -1.050 4.501
C -0.226 -1.989 5.507
C -0.330 -3.335 5.196
C -0.245 -3.735 3.872
C -0.084 -2.793 2.870
C 0.986 1.091 2.749
C 2.379 1.135 2.746
C 3.065 2.087 3.477
C 2.377 3.039 4.210
C 0.995 2.999 4.236
C 0.311 2.024 3.528
H -6.680 1.192 5.965
H -6.683 0.542 4.307
H -5.367 1.622 4.844
H -5.067 -1.054 3.415
H -3.947 -2.075 4.341
H -2.335 -0.273 4.540
H -3.457 0.912 3.889
H -3.507 -0.289 1.714
H -2.383 -1.489 2.354
H -4.606 2.021 2.020
H -5.297 3.717 3.643
H -3.712 5.447 4.404
H -1.432 5.527 3.427
H -0.761 3.860 1.759
H -1.082 -1.511 -0.661
H -2.919 -0.881 -3.326
H -5.171 0.015 -3.546
H -6.094 1.561 -1.848
H -4.656 2.272 0.007
H 0.025 -0.006 4.762
H -0.274 -1.662 6.538
H -0.470 -4.065 5.983
H -0.303 -4.786 3.618
H 0.034 -3.116 1.849
H 2.931 0.419 2.163
H 4.147 2.096 3.462
H 2.918 3.814 4.739
H 0.439 3.735 4.803
H -0.767 1.990 3.574
C 1.724 4.016 -2.210
C 0.694 3.565 -1.175
C -0.168 4.747 -0.734
O -0.133 2.519 -1.671
C 1.490 2.907 0.000
O 2.048 3.637 0.797
O 1.516 1.623 -0.021
H 1.224 4.428 -3.088
H 2.341 3.173 -2.510
H 2.362 4.779 -1.770
H -0.384 5.397 -1.584
H 0.352 5.328 0.024
H -1.106 4.380 -0.324
H -0.563 2.787 -2.492
C 8.368 -1.214 0.460
C 6.922 -1.609 0.381
C 6.176 -1.352 -0.764
C 4.821 -1.649 -0.813
C 4.226 -2.233 0.286
C 4.953 -2.502 1.436
C 6.298 -2.192 1.481
S 2.453 -2.417 0.487
O 2.197 -3.781 0.884
O 2.218 -1.407 1.498
N 1.676 -1.961 -0.834
C 1.707 -2.870 -1.881
C 2.424 -4.057 -1.945
C 2.378 -4.867 -3.085
C 1.647 -4.525 -4.193
C 0.966 -3.295 -4.208
C 0.326 -2.750 -5.343
C -0.067 -1.436 -5.335
C 0.056 -0.701 -4.143
N 0.446 -1.254 -3.006
C 0.992 -2.486 -3.047
H 8.862 -1.356 -0.499
H 8.891 -1.789 1.221
H 8.443 -0.158 0.725
H 6.657 -0.899 -1.620
H 4.223 -1.416 -1.685
H 4.433 -2.926 2.283
H 6.866 -2.385 2.382
H 3.015 -4.367 -1.099
H 2.961 -5.780 -3.089
H 1.630 -5.163 -5.066
H 0.225 -3.353 -6.236
H -0.454 -0.972 -6.232
H -0.471 1.125 -4.859
O -1.304 0.354 -1.715
N -0.087 0.689 -4.031
N 1.183 1.316 -3.723
O 1.773 0.808 -2.588
C 2.032 1.615 -4.776
C 3.411 1.736 -4.539
C 4.258 2.232 -5.509
C 3.769 2.623 -6.748
C 2.413 2.487 -7.003
C 1.552 1.999 -6.039
H 3.785 1.441 -3.569
H 5.318 2.309 -5.302
H 4.429 3.025 -7.503
H 2.010 2.768 -7.968
H 0.499 1.946 -6.283
C -4.178 -2.713 -0.384
C -2.699 -2.778 -0.774
C -2.551 -3.324 -2.209
C -1.976 -3.756 0.158
N -2.105 -1.459 -0.546
H -4.648 -3.686 -0.521
H -4.691 -1.978 -0.999
H -4.270 -2.412 0.658
H -2.631 -4.411 -2.206
H -1.576 -3.054 -2.611
H -3.329 -2.927 -2.853
H -2.477 -4.724 0.156
H -1.976 -3.373 1.175
H -0.945 -3.912 -0.166
```

Summary:
- LUMO level (eV) = 1.83
- energy above the lowest of the compared OMol25 structures with the same formula, charge and spin (kcal/mol) = 0.0
- charge = -1

Record 3
A cluster of 3 separate species, C58H64F3N3O5PS in total in a non-equilibrium geometry, computed with the ωB97M-V functional and the def2-TZVPD basis.

Geometry as XYZ:
```
135
C58H64F3N3O5PS | OMol25 | the ωB97M-V functional and the def2-TZVPD basis
C -2.682 -4.681 -0.213
O -3.025 -5.661 -1.210
C -4.433 -5.965 -1.213
C -4.935 -6.092 -2.717
C -5.562 -4.758 -3.299
C -4.992 -3.438 -2.645
C -4.982 -2.224 -3.691
C -4.849 -0.851 -2.949
N -3.675 -0.546 -2.386
N -3.292 0.545 -1.744
C -4.301 1.422 -1.701
C -3.928 2.783 -1.001
C -4.283 2.747 0.549
C -3.489 3.884 1.341
C -2.343 3.263 2.251
C -1.305 4.335 2.757
C 0.144 4.146 2.126
C 0.056 4.417 0.576
C 1.211 3.713 -0.261
C 1.299 2.149 0.000
C 1.676 1.426 -1.358
C 3.021 2.035 -1.923
C 3.732 1.085 -2.983
N 5.175 1.074 -2.687
C 5.791 0.132 -1.869
C 7.205 0.478 -1.806
C 7.385 1.672 -2.674
C 6.078 2.008 -3.203
C -5.682 1.300 -2.200
P -6.907 2.695 -1.967
S -7.299 3.367 -3.770
C -6.015 0.040 -2.899
C -7.401 -0.262 -3.521
C -8.639 0.018 -2.584
C -8.475 -0.498 -1.126
F -7.459 -1.332 -0.694
C -9.427 -0.127 -0.217
F -10.701 -0.024 -0.698
F -9.192 0.145 1.079
H -1.651 -4.960 0.148
H -2.582 -3.646 -0.653
H -3.420 -4.626 0.628
H -4.537 -6.998 -0.778
H -5.057 -5.243 -0.626
H -4.097 -6.439 -3.376
H -5.750 -6.869 -2.729
H -6.683 -4.815 -3.274
H -5.268 -4.704 -4.390
H -3.902 -3.633 -2.426
H -5.520 -3.155 -1.698
H -5.836 -2.260 -4.404
H -4.027 -2.338 -4.282
H -2.939 -1.263 -2.456
H -4.357 3.669 -1.532
H -2.808 2.919 -1.039
H -3.878 1.774 0.958
H -5.388 2.781 0.733
H -3.017 4.590 0.604
H -4.175 4.437 2.036
H -2.869 2.756 3.102
H -1.767 2.471 1.700
H -1.699 5.379 2.602
H -1.146 4.239 3.872
H 0.552 3.129 2.372
H 0.869 4.888 2.563
H 0.159 5.526 0.395
H -0.914 4.086 0.124
H 2.204 4.211 -0.128
H 0.934 3.824 -1.353
H 0.285 1.832 0.363
H 2.099 1.890 0.745
H 1.826 0.327 -1.201
H 0.861 1.607 -2.112
H 3.729 2.185 -1.060
H 2.798 3.015 -2.423
H 3.614 1.534 -4.009
H 3.290 0.057 -2.993
H 5.273 -0.708 -1.353
H 7.971 -0.085 -1.231
H 8.362 2.164 -2.851
H 5.823 2.835 -3.896
H -6.398 3.751 -1.156
H -8.109 2.259 -1.322
H -7.510 0.429 -4.409
H -7.510 -1.300 -3.920
H -9.505 -0.556 -3.030
H -8.925 1.095 -2.666
C 1.000 0.336 6.967
C 1.546 -0.096 8.173
C 1.488 0.719 9.294
C 0.896 1.975 9.211
C 0.371 2.419 7.996
C 0.415 1.590 6.878
C -0.221 3.775 7.880
O -0.682 4.161 6.821
C -0.231 4.656 9.074
C -0.729 5.952 8.967
C -0.755 6.779 10.081
C -0.292 6.312 11.308
C 0.211 5.024 11.418
C 0.252 4.196 10.300
C 0.824 2.832 10.421
O 1.233 2.425 11.491
H 1.037 -0.306 6.094
H 2.014 -1.071 8.238
H 1.909 0.376 10.231
H -0.004 1.925 5.936
H -1.094 6.319 8.015
H -1.139 7.789 9.995
H -0.319 6.957 12.179
H 0.575 4.667 12.374
C 7.768 -1.095 -4.650
C 6.424 -1.397 -4.447
C 6.011 -2.720 -4.395
C 6.936 -3.748 -4.556
C 8.279 -3.444 -4.783
C 8.693 -2.115 -4.818
C 9.270 -4.527 -5.006
O 10.440 -4.263 -5.200
C 8.804 -5.936 -4.997
C 9.709 -6.960 -5.260
C 9.286 -8.282 -5.241
C 7.959 -8.586 -4.949
C 7.053 -7.569 -4.691
C 7.469 -6.241 -4.723
C 6.484 -5.159 -4.480
O 5.322 -5.423 -4.229
H 8.092 -0.063 -4.681
H 5.701 -0.602 -4.329
H 4.964 -2.952 -4.233
H 9.737 -1.874 -4.981
H 10.743 -6.729 -5.485
H 9.991 -9.077 -5.452
H 7.632 -9.619 -4.927
H 6.020 -7.810 -4.468
```

Summary:
- LUMO level (eV) = -4.97
- charge = +1